One molecule with the formula C4H9NO3S, computed with wB97M-V/def2-TZVPD.

Results
* energy: -22758.380 eV
* HOMO-LUMO gap: 9.851 eV
* SMILES: NOC(=O)OCCCS
* ΔE to the lowest compared entry with this formula, charge and spin: 69.5 kcal per mole
* HOMO: -9.40 eV
* LUMO energy: 0.449 eV

The geometry in ORCA input format:
```
! wB97M-V def2-TZVPD RIJCOSX def2/J DEFGRID3
* xyz 0 1
N 1.23622 2.32298 -0.15801
O 0.25588 2.41476 -1.13770
C -0.00439 1.11772 -1.71320
O 0.88134 0.61926 -2.41524
O -1.27628 0.57575 -1.45710
C -1.21882 -0.82908 -1.09268
C -0.03924 -1.22172 -0.09174
C -0.19457 -0.44102 1.31513
S 1.30113 -0.70420 2.39286
H 0.89181 2.77656 0.71184
H 1.45020 1.34998 0.09742
H -1.20018 -1.54374 -1.98751
H -2.20256 -1.04999 -0.53580
H 1.00553 -1.15298 -0.53782
H -0.19400 -2.33408 0.16537
H -0.49250 0.64825 1.20067
H -1.06481 -0.96463 1.85610
H 0.86524 -1.58382 3.38740
*
```



A 2-piece molecular cluster, C4H9NO3S overall, computed with wB97M-V/def2-TZVPD.

Results
* energy: -22756.611 eV
* HOMO-LUMO gap (spin up / spin down): 7.301 / 7.302 eV
* ΔE to the lowest compared entry with this formula, charge and spin: 110.2 kcal per mole
* HOMO (spin up / spin down): -7.75 / -7.75 eV
* LUMO energy (spin up / spin down): -0.453 / -0.453 eV

The geometry in ORCA input format:
```
! wB97M-V def2-TZVPD RIJCOSX def2/J DEFGRID3
* xyz 0 1
C 0.93808 0.99185 -0.79586
C 1.26234 1.54521 0.61134
C 0.89614 0.13584 0.36658
C 1.44804 -2.04872 -0.41130
N -2.93636 0.64688 0.93735
O -1.83448 0.59958 -1.30065
O -2.23759 -1.61278 -0.13003
O 1.24541 -1.07411 0.67036
S -1.84944 -0.23815 -0.08157
H -0.13542 1.20283 -1.24175
H 1.73660 0.84891 -1.50176
H 2.30601 1.63146 0.86976
H 0.41140 2.10677 0.86389
H 2.47238 -2.21883 -0.59074
H 0.76491 -1.60698 -1.09359
H 0.95873 -2.91179 0.05822
H -2.75767 0.37884 1.88345
H -2.68907 1.62317 0.88631
*
```



A 2-piece molecular cluster, C4H9NO3SSi overall, computed with wB97M-V/def2-TZVPD.

Results
* energy: -30638.481 eV
* HOMO-LUMO gap (spin up / spin down): 7.825 / 7.575 eV
* ΔE to the lowest compared entry with this formula, charge and spin: 103.2 kcal per mole
* HOMO (spin up / spin down): -8.64 / -8.36 eV
* LUMO energy (spin up / spin down): -0.813 / -0.787 eV

The geometry in ORCA input format:
```
! wB97M-V def2-TZVPD RIJCOSX def2/J DEFGRID3
* xyz 0 1
C -2.69064 -1.18407 -0.07211
C -1.69455 -0.38926 -0.53634
C -0.44184 -1.15661 -1.07787
C -1.72487 1.12017 -0.41967
N 0.61411 1.40154 1.83355
O -0.45114 -2.37529 -1.14739
O 2.74371 -1.43375 0.39790
O 0.70943 -0.46657 -1.22678
Si 1.99574 -0.17029 -0.26131
S 3.40258 1.00011 -1.39526
H -3.57735 -0.75304 0.38613
H -2.57433 -2.19147 -0.07148
H -1.85194 1.63676 -1.47754
H -0.93841 1.55790 0.08767
H -2.72976 1.43141 0.04839
H 1.21662 2.20392 1.69480
H 1.02239 0.94064 2.71491
H 2.53915 -2.00309 1.25065
H 4.43109 0.83099 -0.72824
*
```



A 2-piece molecular cluster, C4H9NO4 overall, computed with wB97M-V/def2-TZVPD.

Results
* energy: -13968.415 eV
* HOMO-LUMO gap: 10.857 eV
* SMILES: C=C[C@@H](C)O.O=[N+]([O-])O
* ΔE to the lowest compared entry with this formula, charge and spin: 155.5 kcal per mole
* HOMO: -10.16 eV
* LUMO energy: 0.699 eV

The geometry in ORCA input format:
```
! wB97M-V def2-TZVPD RIJCOSX def2/J DEFGRID3
* xyz 0 1
C 0.30487 1.96292 0.65927
C 0.53297 0.65202 0.78941
C 0.82789 -0.32069 -0.32986
C 2.27610 -0.67170 -0.30954
O 0.02884 -1.49177 -0.25197
H 0.05415 2.47346 1.59324
H 0.72534 2.58812 -0.19290
H 0.34033 0.10714 1.77910
H 0.39922 0.05956 -1.31545
H 2.42272 -1.31942 0.50631
H 2.77536 0.34679 -0.37405
H 2.66269 -1.23295 -1.24539
H -0.44914 -1.45221 0.57601
O -3.79630 0.64305 -0.58225
N -2.87744 -0.02050 -0.22713
O -2.26087 0.02670 0.77608
O -2.38932 -0.91267 -1.15993
H -1.57740 -1.43785 -0.69094
*
```



A 2-piece molecular cluster, C4H9NO4 overall, computed with wB97M-V/def2-TZVPD.

Results
* energy: -13974.226 eV
* HOMO-LUMO gap: 9.370 eV
* SMILES: NCC(=O)O.CC(=O)O
* ΔE to the lowest compared entry with this formula, charge and spin: 21.5 kcal per mole
* HOMO: -8.88 eV
* LUMO energy: 0.487 eV

The geometry in ORCA input format:
```
! wB97M-V def2-TZVPD RIJCOSX def2/J DEFGRID3
* xyz 0 1
N 1.81423 1.35285 0.54996
C 2.19486 0.05196 0.14689
C 0.89515 -0.91280 -0.21591
O 0.34277 -1.65694 0.56037
O 0.75054 -1.01340 -1.54189
H 1.32681 1.34655 1.43993
H 1.17499 1.78570 -0.14022
H 2.74872 -0.45815 0.93586
H 2.77026 0.09928 -0.77710
H 0.09271 -1.69217 -1.76815
C -2.26562 -0.23978 -0.43054
C -1.23447 0.71310 0.12901
O -0.79534 1.66658 -0.47830
O -1.00730 0.61447 1.45950
H -2.31353 -0.13703 -1.51240
H -3.23456 0.01204 -0.00173
H -2.02485 -1.27022 -0.15498
H -1.23537 -0.26204 1.79969
*
```